Entry 1:
96
Properties=species:S:1:pos:R:3:forces:R:3:mulliken_charge:R:1 method="wB97M-V/def2-TZVPD" max_force_ev_per_a=2.18
Zr -0.8680 -0.4874 -0.4377 -1.6223 -0.6732 -1.0183 -2.001
Se -2.9471 1.3599 0.0264 -0.1197 -0.0896 -0.2138 -0.231
Se -3.6620 -0.5760 -1.0764 -0.0313 -0.1682 0.2055 -0.225
Se -2.5401 -0.4267 -3.1370 0.0167 0.2874 -0.2522 -0.135
Se -0.7043 -1.8109 -2.8073 0.0297 -0.4463 -0.0984 -0.199
O 0.0932 0.6961 0.8243 0.2121 1.2637 1.7646 0.519
C -0.7283 0.1645 1.6643 0.3033 -0.2263 -0.3807 -0.288
C -0.4472 0.4423 3.0592 0.2045 0.0881 0.1419 0.034
C -1.3935 0.2013 4.0602 0.0271 0.0000 -0.3320 -0.423
C -1.0404 0.3347 5.3843 -0.0136 0.0077 0.0537 -1.046
C 0.2708 0.6626 5.7186 -0.1276 -0.0891 -0.0280 -0.774
C 1.2135 0.9051 4.7375 0.0152 0.0540 -0.0021 -1.452
C 0.8673 0.8384 3.3935 -0.2938 -0.1062 -0.2484 1.140
P 2.0452 1.1800 2.0388 0.9248 0.2931 0.7156 2.288
C 3.6189 1.3204 2.9887 -0.1778 0.0262 -0.2214 0.169
C 4.3317 0.1244 3.0596 -0.0802 -0.0013 0.0198 -0.310
C 5.5845 0.0750 3.6390 0.1601 -0.0377 0.0931 -0.864
C 6.1480 1.2330 4.1524 0.0587 0.0421 0.0290 -0.586
C 5.4423 2.4242 4.1020 0.1191 0.1468 0.0539 -0.863
C 4.1855 2.4712 3.5223 -0.1117 -0.0357 0.0092 0.034
C 1.6094 2.9250 1.6443 0.0898 -0.3018 -0.0367 0.674
C 0.3054 3.3960 1.7746 0.0258 0.0397 0.0659 -0.513
C -0.0495 4.6306 1.2630 -0.0904 0.0061 -0.0917 -0.711
C 0.8868 5.4109 0.6069 0.0721 0.0677 -0.0238 -0.849
C 2.1966 4.9705 0.5084 0.0567 0.0676 -0.0322 -0.722
C 2.5548 3.7340 1.0179 -0.0310 -0.0913 0.1549 -0.648
H -2.3976 -0.0648 3.7621 -0.0801 -0.0995 0.0316 0.487
H -1.7732 0.1709 6.1594 -0.0535 -0.0239 0.0722 0.426
H 0.5541 0.7244 6.7579 0.0426 0.0517 0.1235 0.459
H 2.2230 1.1720 5.0090 0.0685 0.0108 0.1020 0.459
H 3.8870 -0.7794 2.6584 0.0049 -0.0430 -0.0803 0.463
H 6.1321 -0.8563 3.6792 0.0032 -0.0664 0.0155 0.415
H 7.1357 1.2118 4.5897 0.0641 -0.0254 0.0358 0.405
H 5.8768 3.3273 4.5099 0.0226 0.0166 0.0177 0.450
H 3.6411 3.4042 3.4894 -0.0200 0.0893 -0.0185 0.492
H -0.4514 2.8084 2.2771 0.0202 -0.0249 -0.0053 0.223
H -1.0693 4.9698 1.3597 -0.1253 0.0712 0.0184 0.494
H 0.5987 6.3567 0.1752 -0.0189 0.1401 -0.0002 0.415
H 2.9431 5.5887 0.0291 0.0428 0.0232 -0.0630 0.470
H 3.5766 3.3887 0.9341 0.0618 0.0074 -0.0552 0.732
F 7.0744 4.4472 -0.8014 -0.2092 0.1880 0.0938 -0.271
C 7.0887 3.1392 -1.1017 0.1639 0.0889 -0.1138 0.662
F 7.5209 3.0565 -2.3779 -0.0212 -0.0639 -0.0621 -0.271
F 8.0333 2.5800 -0.3373 -0.0402 -0.2072 0.1507 -0.289
C 5.7397 2.4901 -0.9636 -0.0341 0.0285 -0.0212 0.266
C 4.6666 3.0576 -1.6399 0.1995 -0.0811 0.0336 -1.174
C 3.4471 2.4058 -1.6759 -0.0442 -0.1846 -0.0524 0.343
C 3.3079 1.1669 -1.0599 -0.1659 -0.0223 0.4629 -0.156
C 4.3638 0.6495 -0.3124 -0.0599 0.0721 -0.1290 -0.525
C 5.5801 1.3022 -0.2609 0.0821 0.1295 -0.1049 -0.839
P 1.8571 0.0538 -1.2879 0.3915 0.3225 -1.5435 2.597
C 2.7214 -1.1233 -2.4064 -0.2395 -0.0328 0.2434 0.612
C 3.6256 -0.7008 -3.3751 -0.0229 -0.0931 0.1251 -0.576
C 4.2150 -1.6187 -4.2237 -0.0309 -0.1634 -0.0714 -0.955
C 3.9131 -2.9672 -4.0885 0.0077 -0.0267 -0.0207 0.292
C 3.0633 -3.4083 -3.0814 0.1459 0.0806 -0.2030 -1.092
C 2.4656 -2.4831 -2.2461 -0.0108 0.0650 0.0440 -0.771
C 4.5295 -3.9773 -5.0176 0.2512 -0.1939 -0.0603 0.741
F 3.6252 -4.8324 -5.5169 -0.2382 -0.0170 0.0645 -0.259
F 5.1467 -3.4130 -6.0635 0.0031 0.2564 -0.1145 -0.290
F 5.4591 -4.7303 -4.3973 0.0044 -0.0200 0.2227 -0.256
C 0.8738 1.1112 -2.4660 -0.0599 0.1216 0.3031 -0.121
C 0.9605 1.0554 -3.8570 -0.0895 0.0011 -0.0480 -0.370
C 0.1907 1.8910 -4.6500 0.0855 -0.1146 0.1950 -0.990
C -0.6956 2.7797 -4.0593 -0.0699 0.1264 0.4207 0.270
C -0.8185 2.8355 -2.6757 0.0003 0.1170 -0.4514 -1.191
C -0.0276 2.0167 -1.8823 0.4287 0.0490 0.0468 0.916
C -1.5163 3.7289 -4.8857 -0.0147 0.1359 0.0524 0.696
F -1.2870 3.6240 -6.1997 0.1363 -0.1498 -0.1406 -0.296
F -2.8308 3.5460 -4.7018 -0.1835 -0.0766 0.0953 -0.258
F -1.2539 5.0071 -4.5477 0.0138 0.0837 0.0598 -0.266
H 4.7910 3.9931 -2.1632 0.0331 0.1241 -0.0441 0.533
H 2.6193 2.8536 -2.2065 -0.0086 0.0077 -0.0540 0.236
H 4.2384 -0.2903 0.2056 0.0254 -0.0928 0.0476 0.405
H 6.4041 0.8802 0.2931 0.0759 -0.0288 0.0530 0.508
H 3.8715 0.3472 -3.4634 0.0275 0.0836 -0.0607 0.652
H 4.8942 -1.2895 -4.9949 0.0534 0.0027 -0.0445 0.503
H 2.8665 -4.4616 -2.9631 -0.0589 -0.1414 -0.0015 0.455
H 1.7923 -2.8183 -1.4653 -0.0231 0.0056 -0.0112 0.329
H 1.6293 0.3545 -4.3343 -0.0440 -0.0385 0.0053 0.432
H 0.2821 1.8568 -5.7241 0.0118 -0.0315 -0.0987 0.481
H -1.5219 3.5173 -2.2158 0.0193 0.0078 0.0144 0.487
H -0.0540 2.1734 -0.8034 -0.0020 -0.0605 -0.2369 -0.002
C -0.7295 -4.3178 2.1265 0.0249 0.4395 0.0540 -1.725
C -0.9738 -2.8392 1.8021 -0.1600 -0.2820 -0.0489 1.593
C -2.4857 -2.6006 1.7002 0.3312 0.0485 0.1904 -1.187
C -0.2750 -2.4356 0.4974 0.0593 -0.2910 0.2902 -1.064
H -1.1665 -4.5642 3.0908 -0.0481 -0.1714 0.1549 0.449
H 0.3333 -4.5435 2.1551 0.1541 -0.0528 0.0247 0.369
H -1.1900 -4.9433 1.3657 -0.0675 -0.1411 -0.1110 0.387
H -0.5765 -2.2354 2.6307 -0.0753 -0.1046 -0.1478 -0.259
H -2.8782 -3.1329 0.8282 -0.0686 0.1140 0.0345 0.352
H -2.6997 -1.5258 1.6218 -0.1177 -0.2949 -0.0553 -0.052
H -2.9876 -2.9839 2.5878 -0.1495 -0.0186 0.0742 0.425
H -0.4273 -3.2552 -0.2315 0.1275 0.3194 0.1276 0.766
H 0.8128 -2.3564 0.6928 -0.1490 -0.0729 -0.1548 0.344

Entry 2:
96
Properties=species:S:1:pos:R:3:forces:R:3:mulliken_charge:R:1 method="wB97M-V/def2-TZVPD" max_force_ev_per_a=0.60
Zr -0.4654 -0.5637 -2.0420 0.0999 -0.0840 0.4848 -0.827
Se -2.0957 1.2941 -3.1555 0.0838 -0.0279 -0.0640 -0.180
Se -2.0164 0.8214 -5.4710 -0.1139 0.0932 0.1701 -0.191
Se 0.1645 0.1675 -5.7647 0.1692 -0.3300 0.0684 -0.142
Se 0.0510 -2.0317 -4.9638 -0.2741 0.2461 -0.1601 -0.106
O 1.3727 -0.6425 -2.8827 -0.0196 0.0560 -0.1400 -0.697
C 0.8030 -1.8826 -3.1334 0.3611 0.1106 -0.0764 2.148
C 1.6130 -3.0658 -2.7347 0.1076 -0.1708 0.1818 -0.542
C 2.0749 -4.0544 -3.6080 -0.0182 0.1154 0.0597 -0.892
C 2.8784 -5.0862 -3.1521 0.0595 -0.0618 0.0270 -0.744
C 3.2732 -5.1520 -1.8226 0.0282 -0.0469 -0.0316 -0.829
C 2.8206 -4.1880 -0.9397 -0.0553 0.0991 -0.0148 -0.276
C 1.9679 -3.1797 -1.3809 0.0243 -0.0965 0.0066 -0.168
P 1.2654 -1.9718 -0.2299 -0.3713 0.3125 -0.3518 2.971
C 2.7369 -1.1520 0.4569 0.1072 -0.0996 -0.0447 0.640
C 3.4141 -0.2903 -0.4118 0.0535 -0.0210 0.0202 -0.937
C 4.5508 0.3745 0.0194 -0.0132 0.0152 -0.0092 -0.803
C 5.0184 0.1895 1.3164 0.0267 0.0080 0.0097 -0.534
C 4.3546 -0.6731 2.1753 0.0581 -0.0705 -0.0434 -0.706
C 3.2165 -1.3457 1.7477 0.0166 -0.1171 -0.0314 -0.413
C 0.5112 -2.8904 1.1351 0.0199 0.0442 0.1061 0.055
C 0.2040 -4.2444 1.0709 -0.0227 0.0127 0.0154 -0.747
C -0.5329 -4.8397 2.0875 0.0140 -0.0219 -0.0070 -0.746
C -0.9636 -4.0925 3.1713 -0.0154 0.0122 0.0286 -0.705
C -0.6614 -2.7373 3.2419 -0.0283 -0.0220 0.0405 -0.825
C 0.0629 -2.1392 2.2263 0.0084 0.0084 -0.0215 -0.249
H 1.8340 -4.0110 -4.6604 -0.0523 0.0602 -0.0191 0.433
H 3.2197 -5.8374 -3.8537 0.0042 0.0063 0.0140 0.399
H 3.9221 -5.9474 -1.4795 -0.0115 0.0082 -0.0087 0.443
H 3.1120 -4.2210 0.1045 -0.0021 -0.0277 0.0002 0.483
H 3.0485 -0.1589 -1.4248 0.0113 0.0128 0.0216 0.336
H 5.0731 1.0389 -0.6575 -0.0049 -0.0039 0.0112 0.470
H 5.9043 0.7135 1.6524 -0.0035 -0.0073 -0.0037 0.393
H 4.7258 -0.8293 3.1808 -0.0086 -0.0072 0.0014 0.494
H 2.6998 -2.0166 2.4240 0.0382 0.0245 -0.0127 0.421
H 0.5216 -4.8364 0.2234 0.0039 0.0089 -0.0256 0.442
H -0.7730 -5.8934 2.0250 -0.0019 0.0083 0.0033 0.430
H -1.5392 -4.5606 3.9593 0.0062 0.0024 -0.0052 0.404
H -0.9966 -2.1464 4.0850 0.0013 -0.0037 -0.0046 0.515
H 0.2840 -1.0763 2.2822 -0.0066 -0.0251 -0.0072 0.329
F 0.6798 1.3317 6.7254 -0.0911 -0.0584 0.0574 -0.270
C 1.6192 1.8565 5.9233 -0.0060 0.0229 0.0027 0.721
F 2.7638 1.2055 6.1691 0.1057 -0.0731 -0.0067 -0.275
F 1.7981 3.1295 6.3184 0.0111 0.1050 0.0098 -0.262
C 1.2186 1.7831 4.4779 -0.0333 -0.0037 -0.0812 0.237
C 2.1520 1.4693 3.5032 -0.0168 0.0381 0.0657 -0.509
C 1.7688 1.4311 2.1721 0.0760 0.1167 -0.1153 -0.560
C 0.4561 1.7112 1.8056 -0.0423 0.0570 0.0298 -0.187
C -0.4725 2.0377 2.7964 -0.0221 -0.0713 -0.0238 -0.159
C -0.0945 2.0720 4.1275 0.0410 -0.0262 0.0031 -1.170
P 0.0143 1.6754 0.0317 -0.2661 -0.3503 -0.2729 2.380
C -1.8013 1.8582 0.0876 0.0091 0.1141 0.0635 -0.312
C -2.4744 3.0421 -0.1949 -0.0094 -0.0584 0.0106 -0.560
C -3.8611 3.0737 -0.1725 0.0180 0.0028 -0.0175 -1.251
C -4.5718 1.9248 0.1377 0.0540 -0.0118 0.0255 0.056
C -3.9118 0.7360 0.4174 -0.0345 0.0109 0.0438 -1.173
C -2.5297 0.7049 0.3871 0.0378 0.0487 0.0002 0.518
C -6.0745 1.9313 0.1393 -0.0128 -0.0475 -0.0050 0.839
F -6.5672 1.2686 1.1995 -0.0145 -0.0657 0.1156 -0.274
F -6.5712 1.3327 -0.9538 -0.0154 -0.0407 -0.1099 -0.250
F -6.5794 3.1710 0.1785 -0.0154 0.1389 -0.0139 -0.284
C 0.6350 3.2583 -0.6067 0.0928 -0.0298 -0.0585 -0.326
C 0.8484 3.3611 -1.9824 0.0272 0.0375 0.0477 -0.731
C 1.2979 4.5527 -2.5253 -0.0032 -0.0555 -0.0255 -1.043
C 1.5527 5.6347 -1.6945 -0.0277 -0.0118 0.0388 0.282
C 1.3606 5.5373 -0.3252 -0.0005 0.0038 0.0132 -0.883
C 0.9021 4.3474 0.2181 -0.0486 -0.0067 -0.0524 -0.274
C 2.0753 6.9054 -2.3039 0.0294 -0.0090 0.0185 0.745
F 3.3533 6.7695 -2.6978 0.1324 -0.0465 -0.0305 -0.255
F 2.0375 7.9352 -1.4477 -0.0298 0.0814 0.0918 -0.283
F 1.3732 7.2601 -3.3892 -0.1031 0.0215 -0.1072 -0.260
H 3.1741 1.2405 3.7728 -0.0454 0.0344 0.0226 0.577
H 2.5080 1.1882 1.4174 -0.0950 0.1003 0.0749 0.412
H -1.4990 2.2598 2.5368 0.0049 0.0039 -0.0226 0.442
H -0.8200 2.3199 4.8910 0.0067 -0.0040 0.0054 0.467
H -1.9198 3.9342 -0.4536 -0.0014 0.0162 0.0043 0.420
H -4.3865 3.9898 -0.4031 -0.0068 0.0006 0.0067 0.478
H -4.4713 -0.1626 0.6440 -0.0073 0.0219 0.0104 0.481
H -2.0206 -0.2320 0.6016 0.0155 0.0142 0.0372 0.622
H 0.6478 2.5181 -2.6335 0.0126 0.0302 0.0180 0.497
H 1.4508 4.6355 -3.5934 0.0062 0.0148 0.0031 0.432
H 1.5624 6.3837 0.3159 0.0062 0.0133 -0.0151 0.491
H 0.7490 4.2770 1.2864 0.0041 -0.0280 0.0450 0.483
C -4.1662 -2.9706 -0.6747 0.0158 -0.0297 0.0243 -1.841
C -3.3337 -2.0997 -1.6138 -0.0120 -0.0039 -0.1494 1.601
C -3.6400 -2.4363 -3.0714 -0.0242 0.0070 0.0303 -1.322
C -1.8296 -2.2442 -1.3385 0.1126 -0.0280 0.0307 -0.311
H -5.2381 -2.8665 -0.8637 -0.0011 0.0102 -0.0097 0.425
H -3.9769 -2.7164 0.3725 0.0002 -0.0024 0.0069 0.325
H -3.9002 -4.0239 -0.8050 -0.0085 0.0122 0.0045 0.386
H -3.6360 -1.0572 -1.4614 -0.0056 -0.0223 -0.0275 -0.412
H -3.3930 -3.4813 -3.2821 0.0198 0.0002 0.0116 0.322
H -3.0543 -1.8145 -3.7517 -0.0168 0.0104 -0.0271 0.111
H -4.6972 -2.2869 -3.3026 0.0067 0.0025 0.0037 0.432
H -1.5006 -3.2330 -1.6825 -0.0015 -0.0374 0.0249 0.857
H -1.6611 -2.2715 -0.2462 -0.1073 0.0104 -0.0182 -0.147

Number 1: HOMO -7.664 eV. Number 2: HOMO -7.430 eV.